155
Properties=species:S:1:pos:R:3:forces:R:3:mulliken_charge:R:1 method="wB97M-V/def2-TZVPD" largest_force_ev_per_a=2.77 e_homo_ev=-9.8839 smiles="ClC(Cl)(Cl)Cl.O=S1(=O)CCCC1.O=S1(=O)CCCC1.O=S1(=O)CCCC1.O=S1(=O)CCCC1.O=S1(=O)CCCC1.O=S1(=O)CCCC1.O=S1(=O)CCCC1.O=S1(=O)CCCC1.O=S1(=O)CCCC1.O=S1(=O)CCCC1" e_above_lowest_kj_mol=53.69 homo_lumo_gap_ha=0.35486
Cl 0.044 4.561 1.596 0.992 -0.327 0.360 -0.05
C 1.585 3.800 2.251 -0.489 0.664 -0.428 -0.04
Cl 2.492 5.050 3.214 -0.487 -0.951 -0.910 -0.08
Cl 1.121 2.472 3.285 0.123 0.018 0.282 0.09
Cl 2.509 3.162 0.848 -0.118 0.585 0.658 0.02
O 1.858 -2.122 1.780 0.477 -0.083 -0.067 -0.23
S 1.722 -3.377 1.055 -1.317 -0.244 0.051 1.04
O 0.519 -4.154 1.383 1.237 0.357 -0.251 -0.75
C 1.782 -3.124 -0.747 0.440 -0.260 0.018 1.10
C 3.143 -3.687 -1.145 0.041 -0.430 0.993 0.49
C 3.435 -4.886 -0.180 -0.714 0.037 -1.135 -1.15
C 3.238 -4.434 1.217 -0.883 1.904 0.839 -0.43
H 1.645 -2.079 -1.047 0.126 -0.362 0.480 -1.78
H 0.977 -3.734 -1.152 -0.087 0.013 0.086 0.39
H 3.141 -3.985 -2.186 0.060 -0.116 -0.139 0.42
H 3.917 -2.956 -0.953 0.179 0.373 -0.164 -0.49
H 4.440 -5.255 -0.362 -0.133 -0.475 0.002 0.47
H 2.616 -5.602 -0.299 0.602 -0.576 -0.671 0.36
H 4.013 -3.764 1.586 0.055 -0.022 -0.029 -0.15
H 2.944 -5.160 1.966 0.165 -0.336 -0.047 0.63
O 5.417 -1.914 0.702 0.113 0.399 0.526 -0.62
S 5.857 -0.950 1.708 0.055 0.181 -2.006 1.05
O 7.259 -0.587 1.708 -0.341 0.115 0.133 -0.74
C 4.830 0.606 1.630 -0.575 -1.725 0.553 0.39
C 4.846 0.951 3.112 0.409 -0.962 0.389 -1.12
C 4.675 -0.380 3.986 0.624 1.670 -1.169 0.42
C 5.432 -1.519 3.322 -0.600 0.331 0.460 -0.67
H 3.832 0.270 1.294 0.436 0.128 0.000 -0.54
H 5.252 1.312 0.905 0.133 -0.233 0.388 0.64
H 5.853 1.306 3.314 -0.015 0.494 0.308 0.47
H 4.090 1.648 3.452 0.021 0.341 -0.220 0.24
H 3.631 -0.612 4.055 -0.400 -0.091 0.329 -0.89
H 5.122 -0.118 4.930 -0.349 -0.265 0.564 0.59
H 4.808 -2.400 3.275 0.040 -0.278 -0.291 0.22
H 6.360 -1.735 3.819 0.409 -0.161 0.089 0.51
O -5.871 1.853 4.027 1.103 0.609 -0.822 -0.77
S -4.630 1.958 3.260 -0.701 -1.216 0.934 1.06
O -4.067 0.707 2.783 -0.071 0.197 -0.557 -0.44
C -4.766 3.186 1.969 0.160 0.854 -0.875 -0.28
C -3.599 4.213 2.179 0.219 -1.457 0.806 0.22
C -3.303 4.198 3.704 0.951 0.106 0.165 -0.78
C -3.342 2.751 4.195 -0.970 0.379 0.501 -0.58
H -5.781 3.611 1.990 0.434 -0.028 0.203 0.44
H -4.636 2.678 1.011 -0.135 -0.126 0.163 -0.12
H -2.695 3.794 1.686 -0.543 0.242 0.156 -0.61
H -3.761 5.193 1.747 -0.341 0.027 0.057 0.57
H -3.986 4.768 4.336 -0.264 0.116 -0.451 0.35
H -2.306 4.600 3.926 -0.179 0.065 -0.225 0.33
H -3.723 2.703 5.204 0.041 0.013 0.434 0.48
H -2.464 2.124 4.164 0.447 0.127 -0.477 0.14
O 0.518 -5.150 -3.809 0.235 -0.883 0.802 -0.73
S 0.589 -3.904 -4.503 -1.156 0.796 -0.130 1.27
O 1.812 -3.138 -4.473 0.042 -0.126 -0.325 -0.64
C -0.035 -4.259 -6.180 1.418 0.437 -0.741 -0.78
C -1.258 -3.413 -6.296 -1.354 0.375 0.223 -0.67
C -1.912 -3.309 -4.914 -1.329 -0.987 0.309 -0.93
C -0.844 -2.880 -3.962 0.650 -0.771 0.405 0.18
H -0.201 -5.342 -6.328 0.302 0.612 0.321 0.36
H 0.711 -3.817 -6.879 -0.200 -0.921 0.399 0.29
H -0.940 -2.429 -6.593 0.057 0.670 -0.054 0.28
H -1.948 -3.726 -7.071 -0.075 -0.357 -0.058 0.45
H -2.334 -4.267 -4.541 0.571 0.030 -0.565 0.33
H -2.816 -2.701 -4.852 0.310 0.559 -0.351 0.44
H -1.035 -3.172 -2.925 0.152 0.096 -0.331 0.05
H -0.634 -1.821 -3.987 0.423 0.208 -0.191 -0.01
O -4.893 5.341 -0.616 0.343 0.043 -0.606 -0.77
S -3.926 4.665 -1.462 0.467 -0.031 -0.042 1.16
O -2.570 4.505 -0.976 -0.003 -0.094 0.470 -0.43
C -4.599 3.058 -1.903 1.025 0.005 -0.354 0.38
C -4.341 2.917 -3.435 0.363 0.107 0.877 -0.35
C -4.483 4.316 -4.033 -0.288 0.644 0.220 -0.78
C -3.730 5.324 -3.133 -0.997 -0.013 -0.016 -0.52
H -5.633 3.097 -1.592 -0.331 -0.194 -0.167 0.57
H -4.016 2.371 -1.268 -0.474 0.046 -0.412 -0.78
H -3.308 2.601 -3.620 -0.186 -0.087 0.253 -0.06
H -5.002 2.177 -3.874 -0.189 0.032 -0.108 0.53
H -5.534 4.657 -4.024 0.293 -0.388 -0.255 0.32
H -4.090 4.358 -5.047 -0.117 0.020 -0.025 0.41
H -4.248 6.280 -3.151 0.149 0.190 0.000 0.52
H -2.672 5.460 -3.351 -0.135 -0.238 0.098 -0.07
O 2.376 -0.788 6.493 -1.185 0.642 -0.908 -0.69
S 1.028 -0.452 6.003 0.467 -0.736 2.383 1.19
O 0.560 0.931 6.052 0.521 -0.842 -0.743 -0.65
C 0.766 -1.297 4.410 0.966 1.073 -0.528 0.55
C -0.366 -2.264 4.603 -0.089 -0.205 1.794 -0.04
C -0.379 -2.698 6.104 0.473 -0.098 0.341 -1.11
C -0.160 -1.459 7.007 -0.227 0.525 -1.812 -0.82
H 1.749 -1.715 4.138 -0.600 -0.062 0.233 -0.06
H 0.556 -0.491 3.689 -0.012 -0.373 0.121 -0.36
H -1.287 -1.755 4.409 -0.736 0.358 -0.205 0.15
H -0.369 -3.165 4.020 0.441 -0.197 -0.710 0.14
H 0.375 -3.475 6.290 0.170 0.391 -0.080 0.36
H -1.307 -3.202 6.317 -0.542 0.032 0.180 0.50
H 0.177 -1.552 8.039 0.265 -0.270 -0.329 0.47
H -1.045 -0.813 6.984 -0.053 -0.239 0.135 0.31
O -0.998 3.129 -3.318 0.340 0.087 -0.009 -0.54
S -0.126 4.233 -3.664 -0.018 0.412 0.612 0.80
O -0.530 5.075 -4.763 -0.367 0.456 -0.120 -0.73
C 0.239 5.330 -2.195 0.250 -0.261 -0.897 0.04
C 1.672 5.761 -2.583 -0.491 -0.493 0.288 -1.09
C 2.446 4.540 -3.071 -0.279 -0.361 -0.351 0.01
C 1.561 3.725 -4.054 0.028 0.302 1.215 -0.03
H 0.151 4.786 -1.248 0.107 -0.148 -0.406 -0.19
H -0.485 6.169 -2.183 0.343 -0.598 -0.216 0.47
H 1.560 6.449 -3.404 0.238 0.646 -0.117 0.37
H 2.201 6.180 -1.738 -0.006 0.477 0.096 0.44
H 2.579 3.834 -2.263 0.334 0.158 0.462 -0.19
H 3.447 4.797 -3.445 -0.445 -0.100 -0.105 0.40
H 1.643 2.709 -3.722 -0.033 -0.730 -0.337 -0.43
H 1.703 3.841 -5.120 0.006 0.174 -0.115 0.46
O 3.611 1.793 -2.307 0.090 -0.058 0.031 -0.85
S 3.651 0.346 -2.181 -0.279 -0.344 -0.050 0.87
O 3.043 -0.232 -0.985 -0.091 0.249 -0.886 -0.04
C 3.122 -0.376 -3.809 2.233 -0.312 0.687 -0.26
C 4.557 -0.672 -4.470 -2.299 0.159 -0.318 -0.80
C 5.403 -1.238 -3.395 0.304 0.749 1.331 -0.45
C 5.344 -0.273 -2.187 -0.274 -0.522 -0.058 -0.23
H 2.485 0.333 -4.313 -0.117 0.108 -0.041 0.48
H 2.629 -1.318 -3.592 -0.196 0.069 -0.093 -0.19
H 4.449 -1.445 -5.246 -0.124 0.634 -0.077 0.40
H 5.002 0.248 -4.846 -0.114 0.031 -0.323 0.38
H 6.397 -1.422 -3.779 0.371 -0.145 0.314 0.45
H 4.947 -2.136 -3.034 -0.014 -0.961 -0.025 0.08
H 6.014 0.572 -2.234 0.208 0.244 -0.102 0.56
H 5.405 -0.795 -1.224 0.328 0.170 -0.291 -0.36
O -6.548 -3.408 2.956 -1.252 0.684 0.745 -0.66
S -5.578 -3.910 2.053 1.512 -2.111 -0.979 1.23
O -5.965 -4.598 0.825 0.133 1.114 0.512 -0.70
C -4.313 -2.634 1.754 -0.158 -0.879 -1.031 -0.80
C -2.961 -3.364 1.894 -1.021 -0.925 0.333 0.52
C -3.152 -4.388 3.094 -0.769 1.108 -0.169 -0.73
C -4.532 -5.133 2.932 1.045 1.298 0.378 -0.93
H -4.486 -1.764 2.378 0.013 -0.070 0.320 0.36
H -4.485 -2.377 0.702 0.031 0.219 0.212 0.38
H -2.830 -3.939 0.972 0.314 0.093 0.101 0.25
H -2.168 -2.618 1.963 0.186 -0.422 0.336 -0.53
H -3.268 -3.797 4.002 -0.162 0.374 0.068 0.21
H -2.322 -5.009 3.379 0.443 -0.577 -0.703 0.66
H -4.953 -5.187 3.925 -0.331 -0.271 0.158 0.41
H -4.545 -6.122 2.470 0.114 0.437 -0.313 0.38
O 0.507 -0.018 -2.569 -1.098 -0.237 1.309 -0.70
S -0.402 -0.328 -1.443 2.236 -1.567 -0.405 1.59
O -0.791 -1.748 -1.307 0.149 1.768 0.358 -0.38
C 0.224 0.271 0.200 -0.662 -1.218 -0.694 1.63
C -1.115 0.482 0.906 0.373 0.865 0.050 -0.08
C -2.155 1.107 -0.085 0.855 -2.005 -0.177 -0.15
C -1.822 0.654 -1.521 -0.522 0.396 0.043 -0.68
H 0.865 1.118 0.030 -0.012 0.501 -0.108 -0.07
H 0.830 -0.557 0.604 -0.235 0.364 -0.080 -1.02
H -1.499 -0.484 1.209 -0.027 -0.312 -0.012 -0.53
H -1.070 1.064 1.839 0.240 0.009 -0.398 0.27
H -2.225 2.170 -0.103 -0.170 0.772 0.552 -0.26
H -3.009 0.540 0.229 -1.244 0.733 0.024 0.44
H -1.543 1.455 -2.192 -0.122 0.368 -0.030 -0.24
H -2.587 0.036 -1.988 -0.101 -0.009 -0.003 0.57